(1)
The following is a DFT calculation (wB97M-V/def2-TZVPD) of C39H30BiClN3PS3 as an isolated structure.

## Properties
Molar mass (g/mol): 912.30
Energy above the lowest of the compared OMol25 structures with the same formula, charge and spin (kcal per mole): 0.0
F_max (eV Å⁻¹): 0.56

Positions of all 78 atoms, in Å:
Bi: -0.30992 -0.07549 3.34272
S: 0.09072 2.39597 3.74906
C: 0.15047 2.48903 5.49838
C: 0.31868 3.82650 5.97986
N: 0.44780 4.91753 6.31944
C: 0.05110 1.45649 6.36517
S: -0.16450 -0.22640 5.95213
C: 0.12618 1.71917 7.77277
N: 0.18860 1.92961 8.90119
C: -0.90919 -4.76024 -4.76739
C: -0.71507 -3.44234 -4.01162
C: 0.17750 -2.52329 -4.86146
C: -2.08885 -2.78209 -3.84838
C: -0.04182 -3.64222 -2.65320
C: 0.57397 -4.85672 -2.31098
C: 1.31448 -4.99804 -1.15386
C: 1.43834 -3.90140 -0.31262
S: 2.43474 -3.71217 1.08203
C: 1.89734 -2.03716 1.19976
N: 1.01157 -1.68101 0.33756
C: 0.76876 -2.69904 -0.58062
C: 0.03863 -2.58040 -1.76266
C: 2.57686 -1.19939 2.21430
C: 3.97757 -1.26967 2.21661
C: 4.73205 -0.56687 3.13713
C: 4.09521 0.21154 4.08868
C: 2.71186 0.29047 4.08756
C: 1.93207 -0.38909 3.15593
H: -1.40172 -4.55739 -5.71940
H: -1.53675 -5.45361 -4.20335
H: 0.04262 -5.24532 -4.98759
H: -0.29593 -2.33203 -5.82730
H: 1.15055 -2.98478 -5.04081
H: 0.34124 -1.56651 -4.36201
H: -2.58804 -2.72708 -4.81809
H: -2.00667 -1.76752 -3.46114
H: -2.72175 -3.35648 -3.16873
H: 0.49738 -5.70811 -2.97126
H: 1.80972 -5.93195 -0.92208
H: -0.42508 -1.62924 -1.99136
H: 4.48163 -1.87111 1.47238
H: 5.81230 -0.62960 3.11147
H: 4.66529 0.75912 4.82801
H: 2.23540 0.90604 4.83811
Cl: -3.19983 2.11878 2.38430
C: -2.37749 3.41647 1.56845
C: -2.87110 4.69570 1.73492
C: -2.22439 5.76141 1.12595
C: -1.09378 5.53601 0.36110
C: -0.61271 4.24502 0.19378
C: -1.24837 3.15572 0.78363
P: -0.61506 1.43150 0.60370
C: 0.70252 1.63817 -0.63922
C: 2.00972 1.62787 -0.15402
C: 3.08191 1.74443 -1.02528
C: 2.85383 1.86184 -2.38921
C: 1.55392 1.87248 -2.87745
C: 0.47971 1.76052 -2.00670
C: -2.04953 0.68677 -0.26362
C: -2.85650 1.41322 -1.13766
C: -4.00622 0.84399 -1.66369
C: -4.37468 -0.44471 -1.30473
C: -3.58099 -1.17274 -0.43073
C: -2.42032 -0.61103 0.07840
H: -3.75208 4.85819 2.34070
H: -2.60451 6.76490 1.26286
H: -0.58319 6.36571 -0.10985
H: 0.27675 4.08117 -0.39872
H: 2.18246 1.52361 0.91257
H: 4.09281 1.73199 -0.63867
H: 3.68871 1.94356 -3.07315
H: 1.37876 1.96782 -3.94158
H: -0.52957 1.76856 -2.39828
H: -2.61318 2.44192 -1.37484
H: -4.62698 1.41246 -2.34466
H: -5.27840 -0.88222 -1.70934
H: -3.86833 -2.17515 -0.14081
H: -1.79927 -1.18164 0.75749

Atomic forces in eV per Å
0.38 0.06 0.11
-0.10 0.02 0.06
0.00 -0.10 -0.02
-0.01 0.07 0.01
0.02 -0.01 0.00
0.01 -0.02 -0.08
-0.12 -0.05 -0.01
0.01 0.08 0.05
0.00 -0.06 0.00
0.01 0.06 0.06
-0.04 0.01 -0.07
-0.02 -0.03 0.02
-0.02 -0.04 0.04
-0.01 0.00 0.01
0.02 0.00 0.05
-0.01 0.00 -0.01
-0.02 0.03 0.02
-0.04 0.18 0.07
0.07 -0.41 0.11
-0.03 0.37 -0.07
0.06 -0.22 -0.03
-0.08 0.11 0.02
0.14 0.09 0.12
-0.06 -0.02 -0.03
0.03 0.03 0.01
-0.05 -0.01 0.00
-0.01 0.10 0.00
-0.06 -0.11 -0.17
-0.01 -0.01 0.00
0.02 -0.02 -0.01
-0.01 -0.02 -0.01
0.01 0.01 0.00
0.00 0.01 0.01
0.00 0.00 -0.01
0.00 0.02 0.01
-0.03 0.06 0.06
0.00 0.01 -0.01
0.00 0.01 -0.01
0.00 0.00 -0.04
0.00 0.04 0.04
-0.03 -0.05 -0.04
-0.01 -0.01 -0.01
0.00 -0.01 0.00
0.00 0.02 0.02
-0.07 -0.05 -0.01
0.17 -0.02 -0.10
-0.04 0.07 0.00
-0.02 -0.02 0.02
0.03 0.04 -0.03
0.00 -0.01 0.03
-0.01 -0.11 0.12
-0.32 0.35 -0.29
0.05 -0.22 0.18
-0.07 0.03 0.01
0.01 0.01 -0.01
-0.01 0.00 0.03
0.02 0.00 -0.03
-0.01 -0.01 -0.04
0.12 -0.01 0.03
-0.05 -0.02 0.04
-0.01 0.03 -0.05
0.03 -0.06 -0.03
0.00 -0.04 -0.06
0.06 0.00 -0.04
0.02 -0.04 0.02
0.00 0.00 -0.01
0.02 -0.02 0.01
0.00 0.00 -0.04
0.03 -0.03 -0.02
0.00 0.01 0.00
0.00 0.00 0.00
-0.02 -0.01 0.00
-0.01 -0.03 0.00
0.02 0.00 -0.03
0.01 0.02 0.02
-0.01 0.01 0.02
0.02 -0.01 -0.01
0.02 -0.04 0.00

=====

(2)
The following is a DFT calculation (wB97M-V/def2-TZVPD) of a 2-piece molecular cluster, C4H8FN overall in a non-equilibrium geometry.

## Properties
Molar mass (g/mol): 89.11
⟨S²⟩: 2.018
Energy above the lowest of the compared OMol25 structures with the same formula, charge and spin (kcal per mole): 1.2
F_max (eV Å⁻¹): 9.26
Multiplicity: 3

Positions of all 14 atoms, in Å:
C: 0.21378 -0.25538 0.16149
C: 0.47440 0.85772 -0.57021
C: 0.11660 -1.72212 -0.12554
C: 0.24652 2.33776 -0.19199
N: -0.66831 -2.41894 0.60918
F: -1.92934 -4.60995 1.07500
H: -1.45109 -3.76196 0.81743
H: -0.16804 -0.17478 1.22190
H: 0.77816 0.70009 -1.65477
H: 0.57688 -2.17620 -0.97006
H: 0.10971 2.42927 0.91717
H: -0.68029 2.75146 -0.70979
H: 0.98930 3.02144 -0.55510
H: -1.03445 -1.77865 1.36235

Atomic forces in eV per Å
-2.15 -7.80 4.49
1.96 5.90 -5.30
1.11 5.01 -0.72
-1.55 -1.59 0.51
-1.63 -0.26 2.52
0.56 1.21 -0.37
-0.46 -1.45 0.26
0.37 0.63 -1.14
-0.39 0.22 1.47
0.36 -0.20 -0.70
0.13 0.13 -1.00
0.63 -0.71 0.69
0.85 0.01 -0.03
0.21 -1.11 -0.68

=====

(3)
The following is a DFT calculation (wB97M-V/def2-TZVPD) of C4H2BeO2 as an isolated structure in a non-equilibrium geometry.

## Properties
Molar mass (g/mol): 91.07
Energy above the lowest of the compared OMol25 structures with the same formula, charge and spin (kcal per mole): 127.8
F_max (eV Å⁻¹): 6.78

Positions of all 9 atoms, in Å:
O: 1.69792 -1.72288 -1.13055
C: 0.78276 -0.91636 -0.92984
H: 0.33097 -0.36018 -1.78303
C: -0.92893 1.20587 0.31749
C: -0.00901 0.49026 1.03885
C: 0.14778 -0.65504 0.33500
O: 0.83025 -0.90016 1.73759
Be: -2.30403 0.78492 0.66141
H: -0.54770 2.07357 -0.24692

Atomic forces in eV per Å
-1.82 1.72 0.74
1.24 -2.08 -1.61
0.17 0.04 0.34
3.82 5.58 -0.41
0.00 -4.89 -3.16
3.21 0.15 4.29
-1.32 1.33 -1.52
-5.15 -1.68 1.11
-0.15 -0.17 0.22

=====

(4)
The following is a DFT calculation (wB97M-V/def2-TZVPD) of an isolated ion of composition C5H12BrN2 and charge +1 in a non-equilibrium geometry.

## Properties
Molar mass (g/mol): 180.07
Structure (SMILES): C/C(=[NH+]/CBr)N(C)C
Energy above the lowest of the compared OMol25 structures with the same formula, charge and spin (kcal per mole): 37.7
Charge: +1
F_max (eV Å⁻¹): 4.93

Positions of all 20 atoms, in Å:
C: 0.49080 -0.09617 -0.56993
C: 0.92905 -1.02771 -1.59529
C: -1.75543 -1.03769 -0.55884
C: -1.40388 0.96098 0.78747
C: 1.46344 0.80528 1.54035
N: -0.79508 -0.00110 -0.21715
N: 1.45554 0.44056 0.17788
Br: 1.52636 2.81359 1.58344
H: 1.96900 -0.79897 -1.96128
H: 0.48428 -1.00511 -2.60986
H: 0.96296 -2.05782 -1.46904
H: -1.24421 -1.94337 -0.88719
H: -2.21917 -1.32295 0.33414
H: -2.54293 -0.73044 -1.20184
H: -1.50703 0.68772 1.83575
H: -0.72965 1.82461 0.73283
H: -2.25156 1.42305 0.36815
H: 0.60993 0.27262 2.01775
H: 2.29089 0.42545 2.07592
H: 2.26669 0.36746 -0.38326

Atomic forces in eV per Å
-2.47 -0.43 2.72
1.88 1.42 -4.33
1.18 -0.87 -0.60
3.01 1.28 -1.16
-1.50 0.77 0.10
-0.36 0.14 0.92
-0.24 -0.83 -1.65
-0.11 -1.07 0.61
-0.58 0.03 0.95
-0.83 0.64 0.75
-0.19 -1.87 1.52
-0.21 0.23 -0.43
-0.75 -0.38 1.54
-0.35 0.45 -0.93
-0.11 -0.71 -0.35
-0.01 -0.16 0.51
-1.59 -0.32 -0.51
0.27 1.27 -0.16
1.33 -0.04 0.09
1.63 0.44 0.41

=====

(5)
The following is a DFT calculation (wB97M-V/def2-TZVPD) of an isolated ion of composition C4H10NO and charge +1 in a non-equilibrium geometry.

## Properties
Molar mass (g/mol): 88.13
Structure (SMILES): CO[N+]1(C)CC1
Energy above the lowest of the compared OMol25 structures with the same formula, charge and spin (kcal per mole): 92.9
Charge: +1
F_max (eV Å⁻¹): 2.60

Positions of all 16 atoms, in Å:
C: -0.66118 -0.94592 -1.10405
C: 0.53130 -0.32488 -1.76414
C: -0.33498 1.37915 -0.21705
C: 0.41017 -0.98745 1.85983
N: 0.11581 -0.00653 -0.34809
O: 1.00908 -0.44992 0.68029
H: -1.70959 -0.74082 -1.36789
H: -0.48611 -2.01973 -0.88451
H: 1.43208 -1.03432 -2.00086
H: 0.43262 0.58660 -2.39894
H: 0.27414 1.85601 0.51829
H: -0.05920 1.93182 -1.19457
H: -1.38889 1.35893 0.06236
H: -0.05430 -0.21945 2.43726
H: 1.30755 -1.30757 2.38582
H: -0.18273 -1.80762 1.63426

Atomic forces in eV per Å
-0.63 -1.82 -1.27
1.05 -0.81 -0.74
-0.03 1.10 -1.36
1.62 1.09 0.15
2.05 -0.22 0.32
-0.08 0.38 -1.62
0.63 0.37 0.34
-0.12 0.95 0.27
-1.73 1.65 1.01
0.12 -1.23 0.47
0.25 0.13 0.74
-1.14 -0.83 1.69
0.13 0.46 -0.22
-0.64 0.44 0.36
-0.14 -0.16 0.16
-1.34 -1.51 -0.29

=====

(6)
The following is a DFT calculation (wB97M-V/def2-TZVPD) of C5H7NO in the gas phase in a non-equilibrium geometry.

## Properties
Molar mass (g/mol): 97.12
Structure (SMILES): N#CCC1(O)CC1
Energy above the lowest of the compared OMol25 structures with the same formula, charge and spin (kcal per mole): 32.4
F_max (eV Å⁻¹): 1.10

Positions of all 14 atoms, in Å:
O: -0.17190 1.64926 0.01948
C: -0.21425 0.25845 -0.05730
C: 1.08805 -0.39568 -0.52277
C: 2.24085 0.30381 0.05484
N: 3.10786 0.91843 0.51136
C: -1.49904 -0.29420 -0.56401
C: -1.11795 -0.47806 0.88823
H: 0.47070 1.89942 0.70021
H: 1.12699 -1.45222 -0.23453
H: 1.17672 -0.34905 -1.61347
H: -2.26872 0.43548 -0.79849
H: -1.46452 -1.15328 -1.22844
H: -0.82182 -1.46694 1.22977
H: -1.65297 0.12458 1.61512

Atomic forces in eV per Å
0.12 0.09 0.07
-0.04 -0.21 -0.07
0.02 -0.01 -0.06
0.76 0.46 0.40
-0.82 -0.62 -0.38
-0.04 -0.03 -0.19
0.01 -0.02 0.22
-0.12 0.01 -0.12
-0.04 0.19 -0.03
-0.01 0.08 0.12
0.13 -0.13 0.09
0.00 0.10 0.13
-0.07 0.17 -0.07
0.10 -0.09 -0.10